A structure of composition C47H55LaN4OP2S at a distorted geometry. Source: the OMol25 dataset; level of theory: ωB97M-V/def2-TZVPD.

Computed properties:
LUMO level, eV: -7.0
E, eV: -87901.41461
Energy above the lowest of the compared OMol25 structures with the same formula, charge and spin, eV: 0.590

```
! wB97M-V def2-TZVPD RIJCOSX def2/J DEFGRID3
* xyz 2 1
La 0.0401 0.2406 0.2735
C 4.5256 1.4086 3.3204
C 3.5415 1.2052 2.1699
C 4.2309 0.6174 0.9316
P 1.9672 0.2507 2.5066
C 1.5489 0.5897 4.2990
C 0.0337 0.5809 4.4885
C 2.2236 -0.3770 5.2658
C 2.3999 -1.5149 2.4169
C 3.6314 -2.0293 2.8298
C 3.9261 -3.3716 2.7048
C 2.9733 -4.2280 2.1620
C 1.7421 -3.7452 1.7708
C 1.4203 -2.3816 1.8865
N 0.1905 -1.8897 1.4304
C -0.9556 -2.6334 1.7178
C -1.0704 -3.3551 2.9214
C -2.2042 -4.0811 3.2224
C -3.2775 -4.1128 2.3380
C -3.1985 -3.3941 1.1609
C -2.0644 -2.6480 0.8351
P -1.8915 -1.7122 -0.7222
C -3.5704 -1.1889 -1.3589
C -4.3277 -0.4353 -0.2650
C -4.4496 -2.2326 -2.0437
C -1.2501 -2.9731 -1.9441
C 0.2779 -3.0199 -1.8300
C -1.8315 -4.3724 -1.7664
H 4.0551 1.8805 4.1818
H 5.3261 2.0696 2.9818
H 4.9865 0.4772 3.6463
H 3.1527 2.1953 1.9076
H 4.8622 -0.2259 1.2028
H 4.8638 1.3675 0.4533
H 3.5078 0.2512 0.1929
H 1.9134 1.6042 4.4841
H -0.3931 -0.3856 4.2025
H -0.4345 1.3675 3.8990
H -0.2172 0.7578 5.5358
H 1.8552 -1.3924 5.1155
H 1.9934 -0.0811 6.2908
H 3.3077 -0.3843 5.1575
H 4.3677 -1.3725 3.2725
H 4.8840 -3.7530 3.0310
H 3.1977 -5.2801 2.0423
H 1.0026 -4.4242 1.3644
H -0.2460 -3.3232 3.6223
H -2.2570 -4.6256 4.1565
H -4.1620 -4.6925 2.5638
H -4.0305 -3.4260 0.4723
H -3.2939 -0.4540 -2.1244
H -4.5928 -1.0846 0.5691
H -5.2487 -0.0186 -0.6755
H -3.7326 0.3924 0.1219
H -4.8031 -3.0025 -1.3606
H -3.9390 -2.7115 -2.8787
H -5.3338 -1.7344 -2.4466
H -1.5223 -2.5817 -2.9308
H 0.5760 -3.4193 -0.8589
H 0.7236 -2.0256 -1.9454
H 0.6992 -3.6643 -2.6034
H -1.5720 -4.7784 -0.7890
H -1.4182 -5.0372 -2.5276
H -2.9147 -4.3906 -1.8638
C -4.4312 2.0519 3.6330
C -3.9866 3.2961 3.1930
C -2.8721 3.3915 2.3876
C -2.1879 2.2272 2.0101
C -2.6542 0.9771 2.4428
C -3.7631 0.8935 3.2575
N -1.0321 2.2450 1.2157
N -0.5434 3.3905 1.0203
C 0.6241 3.5396 0.2895
C 1.0105 4.8558 0.0393
C 2.1678 5.0963 -0.6768
C 2.9117 4.0124 -1.1185
C 2.4636 2.7350 -0.8202
N 1.3526 2.4849 -0.1292
H -5.3053 1.9833 4.2665
H -4.5169 4.1934 3.4811
H -2.5194 4.3470 2.0298
H -2.1285 0.0669 2.1572
H -4.1064 -0.0718 3.6048
H 0.3923 5.6573 0.4186
H 2.4894 6.1087 -0.8810
H 3.8254 4.1485 -1.6798
H 3.0357 1.8738 -1.1454
O -0.2875 0.9456 -2.0551
S 0.1769 2.0948 -2.9472
C -0.9644 2.1694 -4.3234
C -1.1772 3.4268 -4.8692
C -1.9915 3.5457 -5.9861
C -2.5872 2.4162 -6.5279
C -2.3862 1.1669 -5.9515
C -1.5696 1.0358 -4.8406
C 1.5827 1.4079 -3.8365
C 2.5524 2.2605 -4.3408
C 3.6368 1.7190 -5.0157
C 3.7470 0.3434 -5.1645
C 2.7727 -0.5009 -4.6466
C 1.6815 0.0330 -3.9793
H -0.7113 4.3017 -4.4303
H -2.1664 4.5190 -6.4234
H -3.2166 2.5087 -7.4026
H -2.8629 0.2920 -6.3724
H -1.4109 0.0683 -4.3798
H 2.4551 3.3339 -4.2218
H 4.3971 2.3705 -5.4250
H 4.5933 -0.0741 -5.6936
H 2.8599 -1.5724 -4.7672
H 0.9049 -0.6063 -3.5805
*
```


A structure of composition C47H57AsCsF6N8O3SSi2Te at a distorted geometry. Source: the OMol25 dataset; level of theory: ωB97M-V/def2-TZVPD.

Computed properties:
LUMO level, eV: -0.2
E, eV: -179301.65950
Energy above the lowest of the compared OMol25 structures with the same formula, charge and spin, eV: 4.212

```
! wB97M-V def2-TZVPD RIJCOSX def2/J DEFGRID3
* xyz -1 1
Cs 1.5268 1.4147 1.2380
C 5.3178 0.3476 2.5720
N 4.4569 -0.8299 2.5062
C 4.5715 -1.5367 1.2351
C 4.5019 -0.6051 0.0483
N 3.9268 0.5664 0.0550
C 4.1437 1.0937 -1.2129
C 3.7696 2.3282 -1.7402
C 4.1337 2.6039 -3.0472
C 4.8653 1.6836 -3.8132
C 5.2526 0.4579 -3.2943
C 4.8731 0.1833 -1.9863
N 5.1071 -0.8848 -1.1437
C 4.9718 1.1551 3.7692
N 3.7463 1.5342 3.9297
C 3.7421 2.3180 5.0771
C 2.6931 2.9835 5.7047
C 2.9765 3.6837 6.8646
C 4.2747 3.7291 7.3947
C 5.3284 3.0694 6.7827
C 5.0343 2.3601 5.6235
N 5.8071 1.5915 4.7617
H 5.1290 1.0106 1.7285
H 6.3716 0.0552 2.5449
H 3.4883 -0.5515 2.6283
H 3.7475 -2.2515 1.1667
H 5.5071 -2.1033 1.1954
H 3.2124 3.0398 -1.1351
H 3.8473 3.5501 -3.4926
H 5.1367 1.9385 -4.8312
H 5.8281 -0.2462 -3.8827
H 5.5264 -1.7606 -1.3940
H 1.6939 2.9484 5.2855
H 2.1797 4.2082 7.3787
H 4.4564 4.2919 8.3024
H 6.3307 3.1064 7.1926
H 6.7879 1.4006 4.8358
F -4.6502 -0.7732 -1.4714
C -3.7630 0.1441 -1.9551
C -2.8885 0.7145 -1.0882
C -2.0258 1.6933 -1.5461
C -1.0518 2.2531 -0.6064
O -1.0199 1.8628 0.5487
C -0.1435 3.2205 -1.1550
C -0.2891 3.6411 -2.4265
N -1.2711 3.1758 -3.2794
C -1.5257 3.8744 -4.5160
C -1.6235 5.3665 -4.4856
C -2.8583 4.5399 -4.6950
C -2.0905 2.1349 -2.8716
C -2.9697 1.4848 -3.7532
C -3.7970 0.4756 -3.3107
N -4.6854 -0.1279 -4.2602
C -4.7358 -1.5779 -4.3950
C -5.7617 -2.2834 -3.5094
N -7.0878 -1.5552 -3.5961
C -6.9589 -0.0677 -3.3470
C -5.9924 0.4836 -4.3907
C 1.0077 3.7493 -0.2759
O 0.6869 4.4564 0.6886
O 2.1478 3.3487 -0.5997
H -2.8404 0.4131 -0.0461
H 0.3788 4.3743 -2.8602
H -1.0746 3.4293 -5.3952
H -1.2223 5.9121 -5.3276
H -1.5104 5.8605 -3.5303
H -3.3142 4.5220 -5.6758
H -3.5542 4.4744 -3.8690
H -2.9968 1.7329 -4.8063
H -3.7535 -1.9950 -4.1784
H -4.9729 -1.8079 -5.4412
H -5.4597 -2.2825 -2.4707
H -5.9230 -3.3093 -3.8382
H -7.7388 -1.9654 -2.9306
H -7.4716 -1.6828 -4.5320
H -6.5516 0.0626 -2.3480
H -7.9509 0.3774 -3.4064
H -5.9098 1.5614 -4.2791
H -6.3876 0.2703 -5.3935
C -0.4906 -4.6933 0.3604
Si 1.2570 -5.0929 -0.2174
C 1.0755 -6.7301 -1.1670
C 2.2686 -5.5697 1.3047
As 2.4549 -3.5014 -1.3661
Si 0.7171 -2.4842 -2.4364
C 1.3695 -1.0257 -3.4492
C -0.7264 -1.7541 -1.4579
C -0.1566 -3.6116 -3.6974
H -0.8730 -5.4719 1.0325
H -1.1721 -4.6188 -0.4968
H -0.5082 -3.7383 0.8995
H 0.5421 -7.4820 -0.5673
H 2.0631 -7.1296 -1.4216
H 0.5257 -6.5846 -2.1046
H 1.9204 -6.5074 1.7562
H 2.2099 -4.7787 2.0621
H 3.3196 -5.6947 1.0201
H 1.7000 -0.2222 -2.7828
H 0.6003 -0.6162 -4.1208
H 2.2337 -1.3266 -4.0495
H -0.4231 -1.1614 -0.5812
H -1.3847 -2.5413 -1.0770
H -1.3175 -1.1006 -2.1194
H 0.5794 -4.0578 -4.3724
H -0.9114 -3.0818 -4.3029
H -0.6561 -4.4335 -3.1672
F -4.1264 -3.1779 6.7269
C -3.1152 -2.8376 5.9047
C -1.8440 -2.6272 6.3951
F -1.6283 -2.7445 7.7182
C -0.8071 -2.3045 5.5412
F 0.3923 -2.1026 6.1001
C -0.9535 -2.1954 4.1487
S 0.3612 -1.9082 3.0716
C -2.2749 -2.3755 3.7104
F -2.5708 -2.2374 2.4053
C -3.3230 -2.6942 4.5506
F -4.5672 -2.8714 4.0555
C -1.1841 4.3553 4.7658
Te -0.9245 3.3177 2.8915
C -2.0242 1.6514 3.6717
H -2.2192 4.6766 4.8771
H -0.5348 5.2326 4.7807
H -0.9185 3.7005 5.5976
H -3.0030 1.9790 4.0233
H -1.4733 1.1891 4.4898
H -2.1421 0.9190 2.8713
*
```


A structure of composition C47H57F6N5O2SbTi at a distorted geometry. Source: the OMol25 dataset; level of theory: ωB97M-V/def2-TZVPD.

Computed properties:
LUMO level, eV: 0.0
E, eV: -107175.95772
Energy above the lowest of the compared OMol25 structures with the same formula, charge and spin, eV: 2.926

```
! wB97M-V def2-TZVPD RIJCOSX def2/J DEFGRID3
* xyz -1 1
Ti 0.9218 0.3334 -0.7289
C -1.6709 3.9395 2.1769
C -0.5131 3.2969 1.3558
C -0.3291 4.1802 0.1447
C 0.7213 3.0042 2.1478
C 1.3357 3.9891 2.8065
C 2.3707 3.7017 3.7126
C 2.8560 2.3888 3.8273
C 2.2704 1.3845 3.1420
C 2.8877 0.0621 3.2630
C 4.4267 0.1265 3.2612
C 2.3495 -0.7343 4.4584
C 1.1905 1.6748 2.2355
N 0.6543 0.6904 1.4748
C -0.3067 -0.1866 2.0778
C -0.8550 -1.2411 1.2862
N -0.5732 -1.5009 0.0351
C -1.1637 -2.6163 -0.6910
C -2.4013 -2.5923 -1.3555
C -2.7976 -3.7313 -2.0809
C -1.9648 -4.7583 -2.3686
C -0.7077 -4.6636 -1.7880
C -0.2785 -3.6863 -0.9874
C 1.0611 -3.8459 -0.3693
C 1.8867 -4.9812 -0.9410
C 0.8945 -4.1690 1.1490
C -3.3983 -1.4586 -1.5298
C -2.9557 -0.5985 -2.7069
C -3.6160 -0.6531 -0.2911
C -1.7972 -1.9194 2.3094
C -2.4420 -3.1444 2.2892
C -3.1873 -3.4844 3.3829
C -3.2096 -2.7352 4.5717
C -2.4422 -1.5002 4.6371
C -2.1367 -0.7768 5.8274
C -1.3136 0.3667 5.6653
C -0.7180 0.7691 4.5229
C -0.8205 -0.1056 3.4204
C -1.7886 -1.1654 3.4748
H -2.5966 3.9828 1.6180
H -1.3994 5.0138 2.3222
H -1.7634 3.4627 3.1348
H -0.8481 2.3104 0.9632
H 0.1543 5.0896 0.5020
H -1.2827 4.3629 -0.3287
H 0.3895 3.7322 -0.6706
H 1.0677 5.0466 2.7539
H 2.8889 4.4833 4.2162
H 3.6973 2.2777 4.4871
H 2.6186 -0.5323 2.3671
H 4.7806 0.5997 4.1823
H 4.8239 0.6742 2.3713
H 4.9387 -0.8628 3.1284
H 2.4438 -0.1618 5.3860
H 2.9946 -1.6530 4.6946
H 1.3450 -1.0502 4.3921
H -3.7783 -3.7588 -2.4513
H -2.1482 -5.5286 -3.0941
H 0.0377 -5.4247 -2.0320
H 1.5400 -2.8308 -0.4368
H 1.5716 -6.0093 -0.7134
H 2.9237 -4.8928 -0.5379
H 1.9840 -4.8408 -2.0329
H 0.3610 -5.0940 1.3494
H 0.3369 -3.3380 1.5591
H 1.8829 -4.1947 1.6048
H -4.3766 -1.9145 -1.7206
H -2.0746 -0.0208 -2.4658
H -3.8027 0.0567 -2.9613
H -2.7053 -1.2561 -3.5221
H -2.8075 0.0851 -0.1066
H -3.7668 -1.3030 0.5857
H -4.5102 -0.0004 -0.4683
H -2.3267 -3.7846 1.4560
H -3.6945 -4.4589 3.2203
H -3.8945 -2.9943 5.3899
H -2.4768 -1.0977 6.8202
H -1.1503 1.0455 6.4510
H -0.1483 1.7469 4.4717
F 1.5915 2.0423 -0.7964
Sb -4.1646 3.5361 -1.8292
F -0.9499 0.9697 -0.7577
F -2.2633 3.2617 -2.1415
F -4.3309 5.3492 -2.4261
F -4.4312 2.9888 -3.8204
F -3.7776 4.5886 -0.1714
O -3.2444 4.5772 -5.8486
C -2.0951 4.8624 -5.1029
N -1.4918 3.6689 -4.6654
C -0.6932 2.9218 -5.4399
O -0.4123 3.1431 -6.6428
C -0.1409 1.7280 -4.7780
C 0.1326 0.6297 -5.6077
C 0.5935 -0.4991 -5.0718
C 0.8255 -0.5372 -3.7208
N 0.5848 0.4852 -2.8960
C 0.0756 1.6153 -3.3998
H -3.8104 4.0573 -5.2589
H -2.1040 5.5540 -4.2762
H -1.3589 5.2865 -5.8592
H -1.7244 3.2603 -3.7865
H -0.0032 0.7553 -6.6645
H 0.8026 -1.3525 -5.7071
H 1.2644 -1.3464 -3.1995
H -0.1642 2.3858 -2.6070
C 3.8552 -1.6906 -2.3986
C 3.7573 -0.9735 -1.0877
C 4.5541 0.3454 -1.1476
C 4.2871 -1.8450 0.0402
N 2.3186 -0.6882 -0.9059
H 4.8624 -2.0082 -2.6154
H 3.6109 -1.0683 -3.2361
H 3.1533 -2.5770 -2.3113
H 5.6170 0.2935 -1.3432
H 4.3478 0.8430 -0.2343
H 4.0840 0.9598 -1.9052
H 5.3188 -2.0490 -0.1388
H 3.6906 -2.7223 0.0651
H 4.1638 -1.3778 0.9919
*
```


Short version: HOMO-LUMO gap = 4.47 2.41 6.04 eV, in the order given.